{
  "formula": "C19H56F3N4O21S",
  "method": "wB97M-V/def2-TZVPD",
  "symbols": ["H", "H", "F", "O", "H", "H", "O", "H", "C", "H", "H", "H", "C", "H", "H", "H", "H", "O", "N", "H", "H", "H", "C", "H", "H", "S", "H", "H", "H", "H", "F", "O", "C", "O", "C", "O", "H", "C", "O", "H", "H", "H", "O", "C", "O", "H", "H", "C", "H", "N", "O", "H", "O", "H", "C", "H", "H", "H", "H", "H", "C", "O", "C", "O", "H", "C", "H", "H", "H", "H", "H", "H", "H", "H", "H", "H", "H", "O", "O", "O", "H", "H", "C", "O", "H", "H", "C", "C", "H", "C", "H", "O", "C", "O", "H", "O", "C", "N", "H", "C", "H", "F", "O", "N"],
  "coordinates": [[-26.4145, -2.5464, 10.1666], [-21.8992, -3.6053, 10.1350], [-23.3555, -8.5756, 11.1678], [-20.5504, -12.0952, 7.5866], [-24.3168, -11.5196, 14.5886], [-25.4298, -3.4979, 12.2053], [-27.1996, -12.6887, 13.9346], [-26.5056, -7.7775, 16.7566], [-28.0197, -9.2554, 12.0908], [-28.2906, -8.8663, 10.2796], [-24.8762, -5.9650, 16.6905], [-19.6852, -11.8606, 7.2393], [-26.0055, -12.4536, 13.7573], [-19.6524, -9.4330, 16.4529], [-28.4177, -9.8418, 12.9146], [-23.0085, -14.5346, 17.6689], [-19.1908, -6.5056, 6.6179], [-25.2010, -9.3579, 16.7359], [-17.8812, -8.7606, 11.9328], [-27.0398, -3.9483, 11.5956], [-21.6750, -6.4127, 6.4895], [-24.2466, -9.4993, 16.7833], [-20.1431, -4.3435, 11.3433], [-20.6215, -2.6114, 10.0396], [-24.4944, -7.8407, 14.6380], [-22.1495, -9.4380, 13.3906], [-18.2636, -4.0249, 10.8702], [-22.2742, -10.2788, 9.8508], [-25.7675, -11.4798, 15.5124], [-23.9017, -12.6498, 16.8453], [-22.4410, -7.0029, 12.2272], [-24.8459, -6.9935, 14.9617], [-26.5803, -9.6376, 11.7879], [-22.1562, -10.8316, 12.9962], [-20.5850, -6.0027, 8.2854], [-21.4407, -8.4960, 16.9885], [-19.9574, -4.1927, 12.4067], [-22.2537, -8.2830, 11.9020], [-19.7682, -7.2626, 6.4193], [-21.5073, -8.2023, 16.0713], [-19.2753, -6.3973, 13.6305], [-19.7509, -9.0943, 18.1634], [-26.0296, -8.8897, 10.6943], [-20.9417, -6.9200, 7.1296], [-23.2422, -9.1286, 14.2897], [-22.5597, -10.8464, 15.9091], [-23.1689, -13.4576, 15.4745], [-20.0651, -8.7286, 17.1905], [-25.7662, -13.2848, 11.9273], [-19.0371, -7.1950, 13.0743], [-25.6913, -3.1709, 10.2378], [-20.7370, -5.2620, 11.3299], [-21.4752, -2.4127, 11.8702], [-25.1012, -9.0820, 10.5490], [-22.0589, -11.7514, 16.2708], [-26.3269, -7.2265, 11.5567], [-18.4709, -9.4641, 12.3464], [-19.0906, -4.8186, 8.7454], [-21.4229, -10.2495, 7.2970], [-24.4592, -5.6282, 11.2819], [-22.9480, -13.0026, 16.4410], [-22.3593, -13.8908, 17.3772], [-22.1456, -11.1214, 9.1749], [-26.4042, -6.3252, 11.9021], [-18.8731, -5.8430, 17.8863], [-21.0323, -10.8505, 8.1223], [-25.9242, -9.4912, 12.6516], [-21.3907, -7.8159, 7.5651], [-21.4963, -5.5959, 8.7523], [-22.2730, -1.9565, 11.5834], [-24.3062, -12.5771, 12.6159], [-23.5929, -7.0944, 16.6643], [-23.1789, -11.8261, 7.6988], [-19.5710, -7.9988, 13.4027], [-26.5386, -10.7212, 11.6341], [-20.2072, -10.2962, 8.5788], [-27.9678, -8.2050, 12.4048], [-19.0151, -4.5084, 10.5171], [-17.2469, -6.5396, 11.8698], [-20.9554, -12.0042, 15.4050], [-19.6091, -6.9493, 15.9703], [-25.3228, -7.8895, 18.1419], [-17.9923, -7.4412, 12.2379], [-19.3658, -6.6616, 18.0155], [-17.3892, -9.1262, 11.1384], [-21.8696, -11.9988, 9.7717], [-25.5356, -5.4415, 11.2245], [-21.0865, -3.2688, 10.7901], [-25.7096, -5.7311, 10.1755], [-19.2243, -7.4830, 16.8407], [-20.2699, -6.6473, 9.1198], [-19.6573, -5.0168, 7.9758], [-24.6402, -6.9767, 16.3479], [-23.3516, -11.3012, 8.4865], [-21.1688, -11.5050, 14.6058], [-28.8540, -9.3022, 10.9338], [-25.4897, -8.0328, 17.0647], [-25.2770, -11.7977, 14.6949], [-21.6784, -11.3168, 17.2003], [-25.9697, -3.9855, 11.3890], [-18.2110, -7.8466, 16.6469], [-21.1869, -8.3564, 11.1081], [-20.8254, -9.1446, 13.9717], [-25.2800, -12.8142, 12.6676]],
  "lumo_energy_ev": 2.138,
  "homo_ha": -0.272,
  "total_charge": -1,
  "energy_ev": -88557.088,
  "homo_lumo_gap_ev": 9.55
}

{
  "formula": "C19H56NO19S",
  "method": "wB97M-V/def2-TZVPD",
  "symbols": ["H", "H", "H", "H", "H", "H", "H", "H", "O", "H", "H", "H", "O", "H", "C", "H", "C", "O", "H", "O", "O", "O", "H", "C", "H", "C", "H", "H", "H", "H", "H", "H", "H", "H", "O", "O", "H", "C", "C", "H", "C", "O", "H", "O", "H", "H", "H", "H", "H", "H", "C", "O", "C", "C", "H", "C", "H", "H", "H", "C", "H", "H", "H", "H", "O", "O", "C", "H", "H", "C", "S", "H", "O", "C", "O", "H", "H", "C", "C", "H", "H", "H", "O", "H", "C", "N", "O", "H", "H", "C", "H", "H", "H", "H", "O", "O"],
  "coordinates": [[0.5780, -2.1158, -5.3271], [-0.6410, 5.5742, 1.6279], [0.9270, -2.2298, 0.9069], [-2.8900, -3.5198, 3.7219], [1.7610, 1.2432, 0.8029], [0.3730, -2.0338, -3.3211], [-4.8860, 0.6642, 2.3069], [-1.9280, -0.4748, -3.1381], [4.4670, 3.6032, -3.1681], [1.0390, -0.0908, -4.0841], [-2.1500, -4.5648, 1.4519], [-2.0490, -1.9238, -4.0451], [-2.8690, -2.9048, 0.9549], [0.1280, -1.1098, -2.1411], [-4.3320, 0.6242, 1.4049], [3.2990, 1.1252, -2.5611], [-5.0880, 0.1372, 0.1329], [-4.2220, -0.0758, -0.8621], [-1.1970, 5.2572, -0.9281], [-0.9920, 3.3162, -0.7891], [-3.7160, 1.9502, 1.0779], [2.0030, -1.6618, -0.4561], [-5.8350, 0.8872, -0.1501], [-0.4600, -1.8138, -2.7461], [0.5190, -0.9198, 3.4569], [0.2300, 0.4182, -4.6841], [5.3510, 1.6052, 1.2639], [0.2760, -1.4568, -6.8881], [0.4690, 4.6242, 0.7859], [-1.6130, 0.5082, -6.7121], [2.7470, 4.1362, -2.3031], [2.9940, -1.7208, 1.5369], [-3.2310, -0.0838, -0.4631], [4.5460, 4.0432, -3.8921], [5.3970, 0.0862, 2.6939], [0.8350, -1.5848, 4.1429], [1.3640, 0.0002, 5.0169], [3.0290, 3.3752, -2.9311], [-0.6350, 4.6492, 1.0019], [-0.9930, 2.5982, -0.1521], [0.6800, -0.7528, 5.2009], [0.7860, 0.2342, 0.1329], [1.3930, -0.8508, -0.0241], [1.3670, 1.7912, -2.0421], [-1.2350, -2.0398, -1.0061], [4.8160, -0.0568, 0.7589], [3.9500, -3.2308, 0.8469], [1.1680, 1.3532, -1.2581], [2.8840, 2.1232, -0.9491], [-1.0890, -3.2468, 1.1949], [1.9120, -2.7578, 0.3909], [-1.0430, -3.5468, 4.1159], [-1.9630, -3.6088, 1.7999], [-1.9360, 0.0502, -5.8401], [-0.6800, 0.2252, 6.3749], [-1.4120, -1.2168, -3.7851], [-2.3690, -0.8008, -6.2751], [3.4600, 1.3222, 3.2199], [-0.2900, -2.9478, 4.1239], [-0.7430, -0.4988, 5.5689], [1.8990, -2.8888, 3.1009], [-5.5960, -0.7318, 0.5249], [-3.3540, 0.1062, 1.3739], [-2.1230, -2.0208, 3.3899], [-0.3310, -0.2768, 2.2549], [-1.4230, 0.2862, 4.5149], [4.7420, 0.7002, 1.5719], [-2.5280, -2.0138, 0.7699], [5.5010, -0.7448, 2.4529], [3.3170, 0.9962, 2.1859], [-0.5450, 0.1312, 0.9119], [2.7890, 0.0602, 2.4659], [2.4810, -3.6338, 2.5599], [-0.1790, -1.7458, -5.8741], [-1.2330, 1.4372, 0.8849], [-1.1040, 2.7212, 1.5919], [-2.7330, 1.7102, 0.8319], [-1.3950, 4.5422, -0.2221], [2.9920, -2.8478, 1.3609], [0.4240, 0.7742, -5.6441], [2.5170, 3.3662, -3.9581], [-0.7990, -2.4338, -5.8871], [-1.4700, -0.8038, 0.2929], [1.8210, -3.6768, -0.2171], [2.7750, 1.9952, -2.1061], [-0.8840, -0.6178, -5.0321], [-1.1450, 3.5992, 1.8959], [-1.1390, -1.3448, 5.9639], [-0.0530, 1.1982, -4.1541], [-1.9860, -3.0628, 3.2279], [1.1780, -1.1018, 6.0039], [-1.0190, 0.0182, 3.7589], [-2.5290, 0.8222, -5.3891], [-2.5480, 4.6612, -0.0731], [-1.0130, -2.6538, -1.7891], [2.4330, 1.7882, 1.3649]],
  "lumo_energy_ev": 1.202,
  "e_above_lowest_ev": 0.760,
  "homo_ha": -0.223,
  "total_charge": -1,
  "energy_ev": -71826.479,
  "homo_lumo_gap_ev": 7.28
}

What is the formula in the first record? C19H56F3N4O21S